DFT (wB97M-V/def2-TZVPD) results for an isolated molecule of C4H4F2 at a distorted geometry.

```
10
C4H4F2, DFT wB97M-V/def2-TZVPD
C -0.7453 -2.0715 0.4460
C -0.7167 -0.9083 0.1043
C -0.6239 0.4819 -0.2327
C 1.0634 0.8391 -0.0642
F -0.9971 0.9039 -1.3956
F -1.3055 1.1783 0.6980
H -0.5021 -3.1044 0.5632
H 1.4635 -0.2005 -0.0809
H 1.1537 1.3259 0.8721
H 1.2100 1.5557 -0.9102
```

As for the relative energy (zero: lowest compared OMol25 entry of this formula, charge and spin): 35.0 kcal/mol. Its SMILES is C#CC(C)(F)F. Its total charge is 0. As for the total energy: -9644.9327 eV. The HOMO energy is -10.48 eV. The HOMO-LUMO gap comes out at 11.51 eV.

---

DFT (wB97M-V/def2-TZVPD) results for a cluster of 2 separate species, C3H11N2 in total at a distorted geometry.

```
16
C3H11N2, DFT wB97M-V/def2-TZVPD
C -1.9650 1.3444 -1.4594
N -0.8639 0.7266 -1.3316
H -2.5059 1.7740 -0.6088
H -2.1994 1.7627 -2.4629
H 0.5161 -1.9452 0.3900
H -0.2001 0.8189 -2.1241
C 2.0702 -0.4875 0.3932
N 0.6132 -0.9311 0.4630
C -0.1270 -0.4902 1.7708
H 2.0642 0.6032 0.3804
H 2.4576 -0.7128 -0.6148
H 2.6418 -1.1001 1.0945
H 0.0943 -0.4734 -0.3349
H 0.0258 -1.2365 2.5532
H 0.1716 0.5342 1.8475
H -1.1900 -0.5959 1.4981
```

As for the relative energy (zero: lowest compared OMol25 entry of this formula, charge and spin): 71.9 kcal/mol. Its spin multiplicity is 2. Its total charge is +2. As for the total energy: -6247.3319 eV. The HOMO energy (alpha / beta) is -21.64 / -21.64 eV. As for the expectation value of S²: 0.758. The HOMO-LUMO gap (alpha / beta) comes out at 10.99 / 6.96 eV.

---

DFT (wB97M-V/def2-TZVPD) results for a cluster of 2 separate species, C9H14O in total at a distorted geometry.

```
24
C9H14O, DFT wB97M-V/def2-TZVPD
C -0.2381 1.5416 -2.6233
C 0.2503 1.0986 -1.3259
C 0.2740 -0.1973 -0.9512
C 0.8501 -0.6494 0.2610
C 1.4565 0.3384 1.0563
O 1.7749 -0.1381 2.3048
C 1.2782 1.7250 0.7847
C 0.7406 2.0291 -0.4933
H -0.6518 0.7715 -3.3610
H 0.7383 1.9951 -3.1381
H -1.0209 2.2822 -2.4779
H -0.4434 -0.7650 -1.5313
H 0.6705 -1.5695 0.7994
H 1.9466 0.4449 2.9505
H 1.5221 2.4619 1.4545
H 0.9174 3.0747 -0.8909
C -2.3333 -1.7779 0.9016
C -2.7148 -2.9396 -0.0385
H -3.1969 -1.0547 0.8074
H -2.4406 -2.2234 1.8772
H -1.3008 -1.4949 0.7471
H -2.1587 -2.9785 -0.9722
H -3.7742 -2.9594 -0.4211
H -2.3877 -3.8912 0.2897
```

As for the relative energy (zero: lowest compared OMol25 entry of this formula, charge and spin): 49.0 kcal/mol. Its SMILES is Cc1ccc(O)cc1.CC. Its total charge is 0. As for the total energy: -11605.5120 eV. The HOMO energy is -8.45 eV. The HOMO-LUMO gap comes out at 9.33 eV.

---

DFT (wB97M-V/def2-TZVPD) results for a structure of composition C34H35AuBrN6P2.

```
79
C34H35AuBrN6P2, DFT wB97M-V/def2-TZVPD
Au 0.0022 -0.6561 -0.1275
N 1.1188 -2.6492 -1.9664
P -0.4990 -2.4194 -1.5806
C -1.0843 -3.7434 -0.5495
C -2.2789 -3.6212 0.1654
C -2.7488 -4.6979 0.8965
C -2.0354 -5.8914 0.9141
C -0.8517 -6.0161 0.1985
C -0.3674 -4.9436 -0.5330
C -1.4687 -2.1553 -3.0203
C -2.7419 -2.7301 -3.1205
C -3.4961 -2.4981 -4.2580
C -2.9891 -1.7007 -5.2761
C -1.7244 -1.1263 -5.1731
C -0.9609 -1.3419 -4.0434
P 1.9208 -1.4204 -1.1420
C 2.5034 -0.1746 -2.2651
C 2.3653 1.1811 -1.9629
C 2.8724 2.1318 -2.8332
C 3.5136 1.7306 -3.9987
C 3.6517 0.3810 -4.3017
C 3.1479 -0.5776 -3.4383
C 3.1771 -2.0295 -0.0727
C 2.8841 -3.0876 0.7986
C 3.8639 -3.5407 1.6602
C 5.1202 -2.9398 1.6593
C 5.4044 -1.8811 0.8063
C 4.4323 -1.4110 -0.0613
H 1.5039 -3.3059 -2.6356
H -2.8527 -2.7026 0.1324
H -3.6759 -4.6137 1.4469
H -2.4073 -6.7308 1.4860
H -0.3072 -6.9504 0.2071
H 0.5567 -5.0514 -1.0862
H -3.1232 -3.3740 -2.3399
H -4.4731 -2.9501 -4.3582
H -3.5806 -1.5308 -6.1660
H -1.3404 -0.5162 -5.9791
H 0.0216 -0.8913 -3.9570
H 1.8597 1.4970 -1.0577
H 2.7657 3.1842 -2.6085
H 3.9079 2.4750 -4.6773
H 4.1552 0.0763 -5.2089
H 3.2710 -1.6270 -3.6812
H 1.9041 -3.5521 0.7984
H 3.6574 -4.3630 2.3312
H 5.8858 -3.3052 2.3312
H 6.3876 -1.4306 0.8084
H 4.6543 -0.5964 -0.7392
C 4.8550 0.9540 3.8818
C 4.2646 2.3204 3.5505
C 4.5688 2.7316 2.1143
C 2.7677 2.3929 3.8608
N 1.9845 1.4518 3.0345
C 1.5023 1.5966 1.8072
N 0.9369 0.4510 1.4744
N 1.1078 -0.3955 2.5194
N 1.7333 0.2027 3.4497
H 5.9366 0.9758 3.7528
H 4.4601 0.1770 3.2201
H 4.6467 0.6604 4.9106
H 4.7074 3.0632 4.2199
H 4.1872 1.9941 1.3989
H 5.6455 2.7877 1.9595
H 4.1522 3.7112 1.8700
H 2.3660 3.3864 3.6642
H 2.5537 2.1240 4.8930
H 1.5555 2.4995 1.2233
Br -2.0492 1.3771 -1.6723
C -2.7271 0.7226 -0.0454
C -3.9731 1.1063 0.4139
C -4.3983 0.6089 1.6352
C -3.5721 -0.2470 2.3561
C -2.3495 -0.5897 1.8256
N -1.9387 -0.1161 0.6310
H -4.5811 1.7816 -0.1704
H -5.3671 0.8931 2.0248
H -3.8696 -0.6397 3.3177
H -1.6627 -1.2464 2.3400
```

As for the relative energy (zero: lowest compared OMol25 entry of this formula, charge and spin): 0.0 kcal/mol. Its total charge is +3. As for the total energy: -137055.5692 eV. The HOMO energy is -17.24 eV. The HOMO-LUMO gap comes out at 7.62 eV.

---

Repeat the fourth record exactly.
DFT (wB97M-V/def2-TZVPD) results for a structure of composition C34H35AuBrN6P2.

```
79
C34H35AuBrN6P2, DFT wB97M-V/def2-TZVPD
Au 0.0022 -0.6561 -0.1275
N 1.1188 -2.6492 -1.9664
P -0.4990 -2.4194 -1.5806
C -1.0843 -3.7434 -0.5495
C -2.2789 -3.6212 0.1654
C -2.7488 -4.6979 0.8965
C -2.0354 -5.8914 0.9141
C -0.8517 -6.0161 0.1985
C -0.3674 -4.9436 -0.5330
C -1.4687 -2.1553 -3.0203
C -2.7419 -2.7301 -3.1205
C -3.4961 -2.4981 -4.2580
C -2.9891 -1.7007 -5.2761
C -1.7244 -1.1263 -5.1731
C -0.9609 -1.3419 -4.0434
P 1.9208 -1.4204 -1.1420
C 2.5034 -0.1746 -2.2651
C 2.3653 1.1811 -1.9629
C 2.8724 2.1318 -2.8332
C 3.5136 1.7306 -3.9987
C 3.6517 0.3810 -4.3017
C 3.1479 -0.5776 -3.4383
C 3.1771 -2.0295 -0.0727
C 2.8841 -3.0876 0.7986
C 3.8639 -3.5407 1.6602
C 5.1202 -2.9398 1.6593
C 5.4044 -1.8811 0.8063
C 4.4323 -1.4110 -0.0613
H 1.5039 -3.3059 -2.6356
H -2.8527 -2.7026 0.1324
H -3.6759 -4.6137 1.4469
H -2.4073 -6.7308 1.4860
H -0.3072 -6.9504 0.2071
H 0.5567 -5.0514 -1.0862
H -3.1232 -3.3740 -2.3399
H -4.4731 -2.9501 -4.3582
H -3.5806 -1.5308 -6.1660
H -1.3404 -0.5162 -5.9791
H 0.0216 -0.8913 -3.9570
H 1.8597 1.4970 -1.0577
H 2.7657 3.1842 -2.6085
H 3.9079 2.4750 -4.6773
H 4.1552 0.0763 -5.2089
H 3.2710 -1.6270 -3.6812
H 1.9041 -3.5521 0.7984
H 3.6574 -4.3630 2.3312
H 5.8858 -3.3052 2.3312
H 6.3876 -1.4306 0.8084
H 4.6543 -0.5964 -0.7392
C 4.8550 0.9540 3.8818
C 4.2646 2.3204 3.5505
C 4.5688 2.7316 2.1143
C 2.7677 2.3929 3.8608
N 1.9845 1.4518 3.0345
C 1.5023 1.5966 1.8072
N 0.9369 0.4510 1.4744
N 1.1078 -0.3955 2.5194
N 1.7333 0.2027 3.4497
H 5.9366 0.9758 3.7528
H 4.4601 0.1770 3.2201
H 4.6467 0.6604 4.9106
H 4.7074 3.0632 4.2199
H 4.1872 1.9941 1.3989
H 5.6455 2.7877 1.9595
H 4.1522 3.7112 1.8700
H 2.3660 3.3864 3.6642
H 2.5537 2.1240 4.8930
H 1.5555 2.4995 1.2233
Br -2.0492 1.3771 -1.6723
C -2.7271 0.7226 -0.0454
C -3.9731 1.1063 0.4139
C -4.3983 0.6089 1.6352
C -3.5721 -0.2470 2.3561
C -2.3495 -0.5897 1.8256
N -1.9387 -0.1161 0.6310
H -4.5811 1.7816 -0.1704
H -5.3671 0.8931 2.0248
H -3.8696 -0.6397 3.3177
H -1.6627 -1.2464 2.3400
```

As for the relative energy (zero: lowest compared OMol25 entry of this formula, charge and spin): 0.0 kcal/mol. Its total charge is +3. As for the total energy: -137055.5692 eV. The HOMO energy is -17.24 eV. The HOMO-LUMO gap comes out at 7.62 eV.

---

Which of these has the highest relative energy (zero: lowest compared OMol25 entry of this formula, charge and spin)? C3H11N2

---

What is the formula in the first record? C4H4F2